(1)
{"formula": "C9H12O3", "method": "ωB97M-V/def2-TZVPD", "symbols": ["C", "O", "C", "C", "C", "O", "C", "C", "C", "O", "C", "C", "H", "H", "H", "H", "H", "H", "H", "H", "H", "H", "H", "H"], "xyz": [[4.06798, -0.54095, 0.07803], [2.87347, -1.23697, 0.04178], [1.59167, -0.72124, -0.08231], [1.40492, 0.72884, 0.01451], [0.04239, 1.08007, -0.13037], [-0.21482, 2.53539, -0.25330], [-1.42971, 3.20834, 0.24733], [-1.08645, 0.22745, -0.46613], [-0.83198, -1.22457, -0.30953], [-1.66872, -2.32135, 0.07403], [-3.00018, -2.21654, 0.13958], [0.52895, -1.63454, -0.33715], [3.86649, 0.21867, -0.73333], [4.48701, 0.17909, 1.06731], [4.96699, -1.08945, -0.25142], [1.98725, 1.46929, 0.11386], [-1.41395, 4.43477, 0.38754], [-1.96543, 2.59887, 1.16841], [-2.26562, 3.19823, -0.56416], [-1.90565, 0.77370, -1.05602], [-3.42852, -1.80830, 1.21091], [-3.61246, -3.17921, 0.35917], [-3.39520, -1.82141, -0.81505], [0.40159, -2.85818, 0.09631]], "atomic_forces_ev_per_a": [[0.95, 4.78, -0.25], [-1.34, -2.29, 1.14], [1.55, 2.11, -0.21], [-7.11, -7.66, -1.07], [-2.22, 1.39, -1.69], [-0.02, -0.66, 0.95], [-2.79, -0.41, -0.07], [0.84, -0.31, 0.12], [0.87, 1.33, 0.33], [3.24, 1.00, -0.93], [-5.02, -0.18, 2.43], [-1.78, -2.73, 3.25], [1.06, -0.10, 0.74], [-1.91, -2.40, -2.23], [-0.96, -0.53, 0.36], [5.04, 4.84, 0.97], [1.14, -3.43, 0.15], [1.78, 1.78, -2.02], [1.44, -0.44, 1.03], [0.78, -1.29, 1.66], [1.24, 0.63, -2.69], [1.97, 0.50, -1.21], [-0.39, 0.39, 0.92], [1.64, 3.67, -1.68]], "lowdin_charge": [-0.13, -0.12, -0.20, 0.07, -0.19, -0.19, -0.13, 0.04, -0.21, -0.14, -0.18, 0.04, 0.09, 0.16, 0.08, 0.04, 0.12, 0.13, 0.07, 0.13, 0.13, 0.10, 0.09, 0.21], "homo_lumo_gap_ev": 9.211, "relative_energy_kj_mol": 705.4, "lumo_ev": 0.84}

(2)
{"formula": "C2H3NS3", "method": "ωB97M-V/def2-TZVPD", "symbols": ["N", "C", "S", "C", "S", "S", "H", "H", "H"], "xyz": [[1.62205, 0.52009, 0.92131], [0.91787, 0.03377, -0.09195], [1.55179, -0.22576, -1.69289], [-0.53799, 0.10435, 0.23797], [-0.89724, 0.64095, 1.78477], [-1.71517, -0.69704, -0.64186], [1.34784, 0.16403, 2.08011], [2.84304, 0.20045, 1.09263], [-0.85455, -0.32420, -1.69833]], "atomic_forces_ev_per_a": [[6.61, -3.38, 6.49], [1.18, 0.53, -2.96], [-1.30, 0.25, 2.63], [-0.35, -0.16, 3.91], [-1.02, -0.16, -0.93], [0.75, 0.74, -2.18], [-0.14, 1.81, -4.85], [-4.71, 1.48, -2.03], [-1.03, -1.10, -0.08]], "lowdin_charge": [-0.12, -0.97, 0.60, -1.23, 0.66, 0.79, 0.16, 0.23, -0.11], "homo_lumo_gap_ev": 6.661, "relative_energy_kj_mol": 295.4, "lumo_ev": -1.92}

(3)
{"formula": "C8H12N2", "method": "ωB97M-V/def2-TZVPD", "symbols": ["C", "C", "C", "C", "C", "C", "C", "C", "N", "N", "H", "H", "H", "H", "H", "H", "H", "H", "H", "H", "H", "H"], "xyz": [[-1.10688, 1.42499, -1.46176], [-0.54476, 2.09905, -0.29636], [-0.92938, 0.19956, -1.83924], [0.07324, -0.86148, -0.01326], [0.62563, -1.11034, 1.26013], [0.68483, 0.10889, 2.29585], [0.89237, 1.45680, 1.69798], [-0.39719, -2.16798, -1.95822], [0.20937, 1.64507, 0.55901], [-0.33405, -0.94784, -1.16856], [-1.52358, 2.09231, -2.23837], [-0.79471, 3.16168, -0.39156], [-1.30878, -0.19757, -2.88463], [0.05997, -1.88791, 1.85750], [1.76672, -1.36052, 1.54568], [-0.31597, 0.04520, 2.83560], [1.39968, -0.21336, 3.07322], [0.67084, 2.33905, 2.32661], [1.92829, 1.52831, 1.50383], [-0.00644, -1.83430, -2.97767], [0.31448, -2.89241, -1.59942], [-1.36368, -2.62717, -2.12638]], "atomic_forces_ev_per_a": [[0.27, 1.17, -0.66], [-0.71, 2.06, -0.86], [-1.16, -2.76, -3.48], [1.86, 1.78, 2.33], [2.09, -0.85, 2.66], [-3.29, -1.31, 2.43], [1.41, 0.81, 1.45], [1.73, -0.62, -2.80], [-1.53, -2.88, -2.48], [-1.31, 0.69, -0.16], [-0.02, -0.41, 0.73], [0.23, 0.27, 0.81], [0.70, 1.19, 2.30], [0.26, 0.52, -1.04], [-2.05, -0.31, -2.42], [1.09, 0.40, -0.62], [-0.04, 0.80, -0.41], [-0.12, -0.58, 0.67], [1.45, 0.45, -0.58], [-0.48, -0.61, 1.20], [0.10, -0.24, 0.39], [-0.48, 0.42, 0.57]], "lowdin_charge": [0.02, -0.01, 0.01, 0.17, -0.07, -0.12, -0.17, 0.05, 0.18, -0.05, 0.16, 0.17, 0.20, 0.18, 0.22, 0.15, 0.14, 0.20, 0.15, 0.15, 0.12, 0.13], "total_charge": 2, "homo_lumo_gap_ev": [8.806, 7.306], "relative_energy_kj_mol": 226.2, "lumo_ev": [-10.15, -10.84]}

(4)
{"formula": "C4H8N2", "method": "ωB97M-V/def2-TZVPD", "symbols": ["C", "C", "N", "C", "C", "N", "H", "H", "H", "H", "H", "H", "H", "H"], "xyz": [[0.07928, 0.94904, 1.80114], [0.53310, -0.09101, 0.78562], [-0.44440, -0.18784, -0.28950], [-0.60045, -1.23543, -1.07010], [0.41027, -0.29104, -2.78040], [0.21706, 0.86256, -2.90926], [-0.88591, 0.67920, 2.24184], [-0.02167, 1.93200, 1.32827], [0.81474, 1.03824, 2.60448], [1.50296, 0.18203, 0.34741], [0.63571, -1.07719, 1.25153], [-0.57509, 0.66964, -0.82500], [-1.37674, -1.22466, -1.81363], [-0.28888, -2.20555, -0.67238]], "atomic_forces_ev_per_a": [[0.03, 0.04, 0.04], [0.04, -0.07, 0.07], [-0.10, -0.21, -0.30], [-0.03, 0.31, 0.19], [-0.22, 1.13, 0.24], [0.38, -1.57, -0.11], [0.16, 0.01, -0.09], [0.02, -0.15, 0.07], [-0.08, -0.01, -0.10], [-0.12, -0.02, 0.06], [-0.04, 0.15, -0.11], [-0.24, 0.07, 0.37], [-0.08, 0.01, 0.10], [0.27, 0.30, -0.44]], "lowdin_charge": [-0.09, -0.23, -0.07, -0.01, -0.27, -0.10, 0.08, 0.08, 0.08, 0.13, 0.12, 0.11, 0.07, 0.11], "homo_lumo_gap_ev": [9.293, 9.293], "relative_energy_kj_mol": 267.2, "lumo_ev": [-0.21, -0.21]}

(5)
{"formula": "C19H15BrF2NO4S", "method": "ωB97M-V/def2-TZVPD", "symbols": ["C", "C", "O", "C", "C", "C", "C", "C", "C", "Br", "C", "C", "O", "H", "H", "H", "H", "H", "H", "H", "H", "H", "H", "F", "C", "F", "S", "N", "C", "O", "C", "C", "C", "C", "C", "C", "C", "O", "H", "H", "H", "H", "H"], "xyz": [[-2.32660, 0.33480, -2.41737], [-1.08276, 1.10526, -2.04469], [0.02703, 0.20968, -2.28011], [1.27386, 0.74458, -2.13763], [2.28847, -0.28484, -2.23992], [3.60604, -0.06871, -2.64300], [4.19910, 1.23557, -2.64132], [5.57259, 1.39267, -2.73918], [6.39588, 0.26188, -2.88238], [8.26748, 0.44317, -2.71661], [5.83083, -1.01195, -3.07412], [4.46107, -1.17375, -2.98608], [1.45848, 1.95476, -1.98876], [-3.22714, 0.83397, -2.05960], [-2.38305, 0.26669, -3.50842], [-2.29002, -0.66737, -1.97542], [-0.99096, 2.02918, -2.63001], [-1.07643, 1.37611, -0.98474], [1.93324, -1.29685, -2.13722], [3.55531, 2.08444, -2.46792], [6.02341, 2.37526, -2.66307], [6.48577, -1.85856, -3.25942], [4.01613, -2.15867, -3.11636], [2.31623, -1.32128, 2.54653], [0.93860, -1.32689, 2.51995], [0.46407, -1.53754, 3.78459], [0.46635, 0.26767, 1.80758], [-1.22011, 0.19335, 2.29500], [-1.73577, 0.60028, 3.56003], [-1.10599, 1.09186, 4.47515], [-3.19141, 0.26892, 3.47248], [-3.46139, -0.28458, 2.23205], [-4.72227, -0.76432, 1.89257], [-5.71844, -0.68292, 2.87255], [-5.45092, -0.12569, 4.14017], [-4.17567, 0.37393, 4.45435], [-2.19355, -0.39096, 1.46815], [-1.96584, -0.90952, 0.38111], [0.52426, -2.06888, 1.82041], [-4.88742, -1.18209, 0.90015], [-6.71863, -1.06286, 2.66018], [-6.24867, -0.08991, 4.89009], [-3.93119, 0.82411, 5.42027]], "atomic_forces_ev_per_a": [[0.03, -0.19, -0.19], [0.59, -0.37, 0.14], [-1.28, 0.60, 0.14], [2.18, -0.73, -0.18], [-1.68, 0.58, -0.05], [0.87, 0.16, 0.36], [0.49, -0.40, -0.15], [0.03, -0.77, -0.01], [-0.98, -0.11, -0.19], [0.50, 0.05, -0.13], [0.20, 0.63, 0.21], [-0.08, 0.59, 0.19], [-0.74, 0.01, -0.04], [-0.05, 0.11, 0.03], [-0.08, -0.18, 0.12], [-0.04, 0.25, -0.21], [0.17, -0.23, 0.12], [-0.06, 0.09, 0.00], [-0.12, -0.24, -0.30], [0.06, 0.00, 0.01], [-0.03, -0.01, 0.03], [-0.09, 0.05, 0.03], [0.08, 0.14, 0.06], [-1.25, -0.28, 0.02], [0.33, -0.03, -0.36], [0.36, 0.14, -0.70], [-1.24, 0.61, 0.84], [1.44, 0.11, -0.14], [0.84, 0.48, 0.43], [-0.92, -0.67, -1.26], [-0.46, -0.02, 0.50], [-0.53, -0.37, -0.03], [0.14, 0.21, 0.28], [0.16, 0.15, 0.17], [0.24, 0.04, -0.17], [-0.05, -0.09, -0.31], [0.71, -0.69, -1.66], [-0.65, 0.82, 2.05], [0.56, -0.36, 0.64], [-0.06, 0.03, 0.30], [0.27, 0.12, 0.06], [0.33, 0.01, -0.33], [-0.18, -0.23, -0.31]], "lowdin_charge": [-0.09, -0.25, -0.06, -0.54, -0.06, -0.26, -0.04, -0.16, -0.76, 0.62, -0.18, -0.07, 0.00, 0.07, 0.07, 0.06, 0.12, 0.10, 0.08, 0.08, 0.08, 0.08, 0.09, 0.00, -0.61, 0.02, 1.11, -0.24, -0.38, 0.11, -0.09, -0.09, 0.01, -0.06, -0.06, 0.01, -0.38, 0.10, 0.12, 0.13, 0.10, 0.11, 0.12], "total_charge": -1, "homo_lumo_gap_ev": 3.440, "relative_energy_kj_mol": 43.3, "lumo_ev": 0.99}

(6)
{"formula": "CH5N2", "method": "ωB97M-V/def2-TZVPD", "symbols": ["N", "C", "N", "H", "H", "H", "H", "H"], "xyz": [[0.71737, -0.63747, -0.64164], [0.10142, 0.41066, -0.15938], [-0.85224, 0.34951, 0.72855], [0.59081, -1.56032, -0.25134], [1.55383, -0.52655, -1.19351], [0.41809, 1.36513, -0.54276], [-1.42029, 1.15133, 0.95878], [-1.10898, -0.55227, 1.10130]], "atomic_forces_ev_per_a": [[0.42, -0.18, 0.38], [0.07, -0.08, -0.17], [0.06, -0.20, -0.19], [-0.19, -0.09, -0.06], [-0.06, 0.15, -0.17], [-0.14, 0.32, -0.06], [0.14, 0.02, 0.09], [-0.30, 0.06, 0.17]], "lowdin_charge": [0.20, -0.16, 0.21, 0.15, 0.14, 0.17, 0.15, 0.15], "total_charge": 1, "homo_lumo_gap_ev": 12.618, "relative_energy_kj_mol": 1.8, "lumo_ev": -4.11}

(7)
{"formula": "C16H25NO4", "method": "ωB97M-V/def2-TZVPD", "symbols": ["C", "C", "C", "C", "C", "C", "C", "N", "C", "C", "C", "O", "C", "O", "C", "C", "O", "C", "O", "C", "C", "H", "H", "H", "H", "H", "H", "H", "H", "H", "H", "H", "H", "H", "H", "H", "H", "H", "H", "H", "H", "H", "H", "H", "H", "H"], "xyz": [[5.48012, -1.72241, 2.60959], [4.75155, -0.62070, 2.26749], [4.22230, -0.36442, 0.90797], [2.70083, -0.20144, 0.94068], [2.14170, 0.97608, 1.42674], [0.87246, 1.21847, 1.34493], [0.33111, 2.53528, 1.93591], [1.06950, 3.76841, 1.43016], [0.94120, 3.95537, -0.08367], [1.05381, 5.05917, 2.14960], [0.06926, 0.29392, 0.67009], [-1.24696, 0.73795, 0.46659], [-2.36794, -0.02300, -0.05307], [-3.44435, 0.72918, 0.51748], [-2.41604, 0.35823, -1.54398], [-3.76844, -0.23231, -2.16117], [-3.95242, -1.60391, -1.81829], [0.65487, -0.95091, 0.26500], [-0.23903, -1.98258, -0.16719], [0.20039, -3.40455, 0.00561], [2.01798, -1.13572, 0.27611], [5.62767, -2.55709, 1.93415], [5.97138, -1.93518, 3.55153], [4.50802, 0.16685, 2.98448], [4.60094, -1.12868, 0.23622], [4.80988, 0.50317, 0.55547], [2.72348, 1.70918, 1.97262], [0.47877, 2.45662, 2.99920], [-0.69420, 2.70826, 1.69877], [-0.13513, 3.96207, -0.34078], [1.67138, 4.67949, -0.45067], [1.26445, 3.00936, -0.57033], [1.86950, 5.73981, 2.00731], [1.22326, 4.79191, 3.22348], [0.20737, 5.71375, 1.88700], [-2.46549, -1.09206, 0.27095], [-3.17869, 1.61890, 0.81078], [-2.40229, 1.45936, -1.60962], [-1.49501, 0.00088, -2.04347], [-3.68965, -0.12085, -3.29567], [-4.64288, 0.43536, -1.90185], [-4.06338, -1.77868, -0.92537], [1.11845, -3.77226, -0.45067], [0.14605, -3.63458, 1.07825], [-0.59354, -4.05476, -0.40338], [2.40991, -1.92880, -0.26285]], "atomic_forces_ev_per_a": [[-0.90, 1.14, -0.36], [1.38, -1.85, 1.24], [0.63, 0.47, 0.24], [3.89, 1.55, -0.65], [4.31, -1.08, 1.30], [-4.50, 1.68, -0.88], [1.17, 1.60, -1.15], [1.19, -0.03, -1.85], [0.07, -2.49, 1.86], [-0.57, -1.65, 1.02], [-0.99, -1.04, -0.40], [1.32, -1.73, 0.57], [-0.09, 3.11, 0.02], [-0.80, -0.89, 0.64], [-0.84, -1.59, -0.31], [0.91, 1.35, -0.69], [0.30, 0.69, -3.56], [-3.21, -0.40, -0.35], [1.53, -0.52, -0.18], [-1.68, 0.62, 0.62], [-2.65, 0.55, 0.51], [-0.06, 0.27, -0.51], [-0.37, 0.56, 0.31], [0.35, -0.27, 0.10], [-0.55, -0.51, -0.13], [-0.82, 0.28, 0.03], [0.46, -0.07, -0.23], [-0.08, 0.27, 0.53], [-1.04, -0.42, 0.07], [0.38, 1.10, -0.30], [-0.81, 0.48, 0.14], [0.02, 0.31, 0.41], [1.17, -0.23, -0.97], [-1.04, 0.50, -0.55], [-0.50, -0.44, 0.68], [0.51, 1.15, -0.41], [0.39, -0.74, -0.40], [-0.14, -0.46, 0.18], [-0.62, -0.17, -0.01], [-0.12, -0.72, 1.44], [0.87, -0.89, 0.21], [-0.42, 0.12, 2.62], [0.24, 0.81, -0.01], [0.60, 0.23, -0.14], [0.11, 0.80, -0.22], [1.00, -1.47, -0.50]], "lowdin_charge": [0.01, -0.18, -0.17, -0.20, -0.03, -0.17, -0.08, -0.25, -0.06, -0.12, -0.08, -0.03, -0.34, -0.03, -0.09, -0.22, -0.05, -0.13, -0.12, -0.04, 0.01, 0.05, 0.04, 0.10, 0.11, 0.13, 0.14, 0.12, 0.10, 0.08, 0.08, 0.07, 0.05, 0.09, 0.07, 0.16, 0.11, 0.12, 0.12, 0.13, 0.12, 0.04, 0.08, 0.09, 0.09, 0.11], "homo_lumo_gap_ev": 8.734, "relative_energy_kj_mol": 641.5, "lumo_ev": 0.73}

(8)
{"formula": "C5H9NO", "method": "ωB97M-V/def2-TZVPD", "symbols": ["C", "N", "C", "C", "C", "C", "O", "H", "H", "H", "H", "H", "H", "H", "H", "H"], "xyz": [[2.13690, 0.42922, -0.06649], [1.46605, -0.10926, 0.99649], [0.41085, -1.07368, 0.68987], [-0.90003, -0.39461, 1.18630], [-1.55348, 0.02676, -0.59917], [-0.57654, 0.98918, -0.96148], [2.98910, -0.23551, -0.67174], [2.22343, 1.51500, 0.01775], [0.78747, -2.10562, 0.69938], [0.35667, -0.99663, -0.40609], [-1.59297, -0.92886, 1.81816], [-0.74028, 0.65869, 1.29815], [-1.67136, -0.93021, -1.09676], [-2.59228, 0.34978, -0.25588], [0.25189, 0.80455, -1.66779], [-0.99544, 2.00118, -0.98069]], "atomic_forces_ev_per_a": [[3.35, -0.99, 1.48], [-2.90, 0.33, -0.17], [1.52, 1.46, -1.94], [1.22, -1.12, -2.25], [-1.21, 0.14, 1.62], [-1.38, 0.01, -1.23], [-1.65, 0.72, -0.60], [-0.11, 0.40, -0.69], [-0.91, -0.16, 1.57], [-0.15, -0.65, 0.28], [-0.38, 0.02, 0.12], [0.14, -0.12, 1.15], [0.64, -0.12, 0.13], [1.49, 0.21, -0.64], [-0.47, -0.12, 0.66], [0.79, -0.01, 0.51]], "lowdin_charge": [-0.47, 0.08, -0.30, 0.04, -0.16, 0.01, 0.00, 0.10, 0.13, 0.06, 0.08, 0.06, 0.09, 0.11, 0.08, 0.08], "homo_lumo_gap_ev": 6.090, "relative_energy_kj_mol": 764.3, "lumo_ev": -1.98}

Please write out number 8 again, unchanged.
{"formula": "C5H9NO", "method": "ωB97M-V/def2-TZVPD", "symbols": ["C", "N", "C", "C", "C", "C", "O", "H", "H", "H", "H", "H", "H", "H", "H", "H"], "xyz": [[2.13690, 0.42922, -0.06649], [1.46605, -0.10926, 0.99649], [0.41085, -1.07368, 0.68987], [-0.90003, -0.39461, 1.18630], [-1.55348, 0.02676, -0.59917], [-0.57654, 0.98918, -0.96148], [2.98910, -0.23551, -0.67174], [2.22343, 1.51500, 0.01775], [0.78747, -2.10562, 0.69938], [0.35667, -0.99663, -0.40609], [-1.59297, -0.92886, 1.81816], [-0.74028, 0.65869, 1.29815], [-1.67136, -0.93021, -1.09676], [-2.59228, 0.34978, -0.25588], [0.25189, 0.80455, -1.66779], [-0.99544, 2.00118, -0.98069]], "atomic_forces_ev_per_a": [[3.35, -0.99, 1.48], [-2.90, 0.33, -0.17], [1.52, 1.46, -1.94], [1.22, -1.12, -2.25], [-1.21, 0.14, 1.62], [-1.38, 0.01, -1.23], [-1.65, 0.72, -0.60], [-0.11, 0.40, -0.69], [-0.91, -0.16, 1.57], [-0.15, -0.65, 0.28], [-0.38, 0.02, 0.12], [0.14, -0.12, 1.15], [0.64, -0.12, 0.13], [1.49, 0.21, -0.64], [-0.47, -0.12, 0.66], [0.79, -0.01, 0.51]], "lowdin_charge": [-0.47, 0.08, -0.30, 0.04, -0.16, 0.01, 0.00, 0.10, 0.13, 0.06, 0.08, 0.06, 0.09, 0.11, 0.08, 0.08], "homo_lumo_gap_ev": 6.090, "relative_energy_kj_mol": 764.3, "lumo_ev": -1.98}